Version w
4
Properties=species:S:1:pos:R:3 method="wB97M-V/def2-TZVPD" total_charge=+1 spin_multiplicity=1 homo_ev=-15.180
O -0.689 -0.157 -0.269
H -1.158 0.583 0.180
H -1.036 -0.147 -1.190
Na 2.883 -0.280 1.280

***

Version x
4
Properties=species:S:1:pos:R:3 method="wB97M-V/def2-TZVPD" total_charge=+1 spin_multiplicity=1 homo_ev=-15.704
O -0.461 0.304 -0.103
H -0.867 0.955 -0.718
H -1.203 -0.289 0.156
Na 2.531 -0.971 0.666

***

Which structure is the least stable? The one labeled version w.

***

Version w
51
Properties=species:S:1:pos:R:3 method="wB97M-V/def2-TZVPD" total_charge=0 spin_multiplicity=1 homo_ev=-7.644 smiles="N[C@@H](Cc1c[nH]c2ccccc12)C(=O)N[C@@H](Cc1c[nH]c2ccccc12)C(=O)O"
N 0.470 -1.579 -1.378
C 0.307 -1.424 0.095
C 1.460 -2.006 0.944
C 2.832 -1.872 0.326
C 3.565 -2.895 -0.251
N 4.752 -2.380 -0.694
C 4.813 -1.037 -0.419
C 5.844 -0.119 -0.661
C 5.635 1.210 -0.266
C 4.456 1.590 0.375
C 3.461 0.650 0.645
C 3.631 -0.687 0.236
C 0.003 0.043 0.452
O 0.043 0.486 1.593
N -0.393 0.802 -0.632
C -1.041 2.107 -0.487
C -2.369 2.052 0.279
C -3.350 1.092 -0.320
C -4.039 1.252 -1.504
N -4.804 0.134 -1.699
C -4.621 -0.761 -0.677
C -5.214 -2.014 -0.470
C -4.857 -2.703 0.695
C -3.959 -2.160 1.613
C -3.393 -0.895 1.394
C -3.727 -0.185 0.219
C -0.056 3.129 0.100
O 1.153 3.175 -0.100
O -0.641 4.100 0.831
H 0.660 -2.571 -1.569
H 1.340 -1.105 -1.633
H -0.611 -1.961 0.380
H 1.477 -1.576 1.957
H 1.271 -3.076 1.063
H 3.353 -3.947 -0.406
H 5.487 -2.901 -1.144
H 6.761 -0.420 -1.155
H 6.403 1.942 -0.467
H 4.314 2.627 0.666
H 2.552 0.949 1.163
H -0.586 0.244 -1.458
H -1.252 2.432 -1.517
H -2.196 1.816 1.336
H -2.818 3.052 0.278
H -4.078 2.067 -2.213
H -5.424 -0.026 -2.486
H -5.916 -2.451 -1.167
H -5.329 -3.662 0.897
H -3.721 -2.711 2.524
H -2.714 -0.464 2.124
H 0.124 4.634 1.149

***

Version x
51
Properties=species:S:1:pos:R:3 method="wB97M-V/def2-TZVPD" total_charge=0 spin_multiplicity=1 homo_ev=-8.457 smiles="CCn1cc(CNC(=O)c2ccc3nc(Cc4ccc(OC)cc4)oc3c2)cn1"
C 4.534 -3.914 -7.389
C 3.940 -4.508 -6.114
N 3.204 -3.522 -5.370
C 1.954 -3.077 -5.606
C 1.694 -2.086 -4.682
C 0.445 -1.292 -4.495
N 0.015 -1.324 -3.113
C -0.205 -0.202 -2.391
O -0.159 0.913 -2.872
C -0.546 -0.447 -0.956
C 0.076 -1.462 -0.217
C -0.220 -1.684 1.112
C -1.174 -0.864 1.700
N -1.700 -0.832 2.970
C -2.549 0.139 2.960
C -3.348 0.615 4.117
C -2.645 1.804 4.730
C -3.166 3.082 4.624
C -2.508 4.171 5.173
C -1.300 3.989 5.836
O -0.568 4.980 6.415
C -1.049 6.300 6.345
C -0.767 2.701 5.934
C -1.431 1.627 5.386
O -2.661 0.796 1.778
C -1.785 0.167 0.954
C -1.479 0.400 -0.370
C 2.875 -2.014 -3.921
N 3.768 -2.883 -4.351
H 5.101 -4.671 -7.922
H 5.197 -3.089 -7.139
H 3.747 -3.542 -8.040
H 4.737 -4.868 -5.461
H 3.271 -5.339 -6.359
H 1.348 -3.479 -6.392
H 0.608 -0.236 -4.735
H -0.345 -1.683 -5.147
H -0.058 -2.226 -2.672
H 0.834 -2.071 -0.689
H 0.266 -2.458 1.682
H -4.344 0.901 3.775
H -3.420 -0.198 4.840
H -4.102 3.242 4.108
H -2.947 5.151 5.074
H -2.018 6.403 6.844
H -0.311 6.910 6.865
H -1.135 6.643 5.309
H 0.173 2.575 6.446
H -1.010 0.635 5.458
H -1.931 1.196 -0.940
H 3.093 -1.371 -3.092

***

Which structure is the least stable? The one labeled version x.

***

Version w
27
Properties=species:S:1:pos:R:3 method="wB97M-V/def2-TZVPD" total_charge=0 spin_multiplicity=1 homo_ev=-7.443
C -1.338 -0.992 0.521
C -2.708 -0.604 -0.023
C -0.205 -0.793 -0.520
O -1.335 -2.354 0.966
O -0.500 -0.371 -1.697
H -1.540 -2.916 0.209
H -1.124 -0.427 1.430
H 0.497 -1.634 -0.492
H -2.758 0.449 -0.300
H -2.933 -1.179 -0.923
H -3.470 -0.806 0.730
C 1.355 0.292 0.409
C -0.383 2.172 -0.094
C 2.327 0.262 -0.750
C 1.659 -0.682 1.538
N -0.510 2.088 -1.390
H 1.403 1.278 0.869
H 0.135 2.632 -1.950
H -0.697 1.032 -1.751
H 0.242 2.937 0.346
H -1.091 1.661 0.534
H 3.302 0.681 -0.477
H 2.491 -0.759 -1.106
H 1.945 0.826 -1.606
H 1.694 -1.718 1.196
H 2.628 -0.446 1.996
H 0.913 -0.629 2.334

***

Version x
27
Properties=species:S:1:pos:R:3 method="wB97M-V/def2-TZVPD" total_charge=0 spin_multiplicity=1 homo_ev=-8.867
C 1.454 -0.380 -0.086
C -2.237 -1.179 0.119
C 1.482 -0.201 -1.577
C 1.293 -1.832 0.297
C 2.570 0.260 0.693
O -1.006 -0.526 0.331
H -2.026 -2.249 0.180
H -2.962 -0.921 0.901
H -2.645 -0.935 -0.866
H 1.736 0.819 -1.848
H 2.230 -0.885 -1.998
H 0.504 -0.445 -1.991
H 0.520 -2.336 -0.276
H 2.217 -2.358 0.032
H 1.109 -1.938 1.364
H 2.788 1.259 0.332
H 3.462 -0.374 0.636
H 2.264 0.331 1.736
C -1.761 1.611 1.255
C -0.939 0.961 0.129
N -1.515 1.232 -1.191
O 0.355 1.244 0.244
H -2.250 1.929 -1.166
H -0.802 1.577 -1.821
H -1.617 2.689 1.197
H -2.825 1.391 1.155
H -1.399 1.257 2.218

***

Which structure is the least stable? The one labeled version w.

***

Version w
14
Properties=species:S:1:pos:R:3 method="wB97M-V/def2-TZVPD" total_charge=0 spin_multiplicity=1 homo_ev=-8.935
C 1.376 -0.118 0.089
C -1.223 0.141 0.079
C 2.613 -0.281 -0.330
C -2.444 0.400 -0.365
Si 0.236 1.358 0.355
Si -0.385 -1.548 0.295
H 3.038 -1.246 -0.565
H 3.279 0.562 -0.479
H -3.173 -0.374 -0.562
H -2.786 1.406 -0.558
H 0.219 1.909 1.717
H 0.284 2.489 -0.584
H -0.580 -2.572 -0.731
H -0.454 -2.125 1.639

***

Version x
14
Properties=species:S:1:pos:R:3 method="wB97M-V/def2-TZVPD" total_charge=0 spin_multiplicity=1 homo_ev="-6.539 / -5.999"
C 1.619 -0.522 0.561
C 0.486 -1.264 0.402
C -1.282 0.596 -0.253
C -2.160 1.273 0.450
Si 2.124 0.833 -0.485
Si -0.979 -1.133 -0.780
H 2.184 -0.761 1.451
H 0.163 -2.095 1.211
H -2.865 1.004 1.191
H -2.200 2.327 0.345
H 3.679 1.163 -0.382
H 1.371 1.978 -0.939
H -0.022 -1.232 -1.932
H -2.119 -2.167 -0.841

***

Which structure is the least stable? The one labeled version x.

***

Version w
8
Properties=species:S:1:pos:R:3 method="wB97M-V/def2-TZVPD" total_charge=0 spin_multiplicity=1 homo_ev=-9.486
C -0.181 0.131 -0.124
C -1.669 0.048 -0.449
F -1.685 -0.147 -1.809
I -2.763 -1.786 0.123
I -2.725 1.789 0.070
H 0.146 0.150 0.876
H 0.147 -0.799 -0.573
H 0.291 0.999 -0.789

***

Version x
8
Properties=species:S:1:pos:R:3 method="wB97M-V/def2-TZVPD" total_charge=0 spin_multiplicity=1 homo_ev="-8.786 / -9.586"
C 0.522 0.247 -0.651
C -0.136 0.314 0.672
F -0.265 0.823 -1.604
I 0.897 -0.325 2.330
I -2.258 -2.052 0.046
H 0.719 -0.790 -0.964
H 1.483 0.794 -0.655
H -0.961 0.989 0.826

***

Which structure is the least stable? The one labeled version x.

***

Version w
8
Properties=species:S:1:pos:R:3 method="wB97M-V/def2-TZVPD" total_charge=0 spin_multiplicity=1 homo_ev="-8.332 / -8.201"
C 1.954 0.228 0.660
C -1.982 -0.366 -0.854
F 2.300 1.454 0.326
I -3.225 1.016 0.021
I -1.214 -1.986 0.053
H 2.104 -0.238 1.556
H 1.408 -0.234 -0.065
H -1.345 0.127 -1.697

***

Version x
8
Properties=species:S:1:pos:R:3 method="wB97M-V/def2-TZVPD" total_charge=0 spin_multiplicity=1 homo_ev=-9.551 smiles="C=C(F)I.I"
C -0.931 -0.476 -0.042
C 0.099 -0.791 -0.728
F 0.176 -0.878 -2.033
I 2.061 -1.175 -0.015
H -1.862 -0.178 -0.633
H -0.981 -0.476 0.965
I 1.126 2.632 1.418
H 0.313 1.343 1.068

***

Version y
8
Properties=species:S:1:pos:R:3 method="wB97M-V/def2-TZVPD" total_charge=0 spin_multiplicity=1 homo_ev=-9.522
C -0.173 -0.024 -0.688
C -1.254 -0.020 0.266
F -0.518 0.061 -1.985
I -2.437 -1.835 0.025
I -2.433 1.829 0.016
H 0.424 -0.845 -0.478
H 0.416 0.809 -0.607
H -0.782 0.040 1.189

***

Version z
8
Properties=species:S:1:pos:R:3 method="wB97M-V/def2-TZVPD" total_charge=0 spin_multiplicity=1 homo_ev=-9.490
C 0.179 -0.888 -0.518
C -0.125 0.641 0.491
F -0.318 0.294 1.755
I 1.715 1.828 0.258
I -1.875 1.703 -0.182
H -0.702 -1.683 -0.248
H 0.085 -0.705 -1.575
H 1.040 -1.188 0.018

***

Which structure is the least stable? The one labeled version w.

***

Version w
16
Properties=species:S:1:pos:R:3 method="wB97M-V/def2-TZVPD" total_charge=-1 spin_multiplicity=1 homo_ev=-4.795
C -0.125 2.244 -0.382
C -0.049 1.846 -1.820
O -0.147 2.660 -2.734
N 0.115 0.523 -2.016
H 0.364 0.218 -2.942
H 0.304 -0.114 -1.219
H -0.214 3.320 -0.256
H 0.747 1.941 0.215
H -0.967 1.766 0.126
C 0.079 -2.632 1.873
C -0.099 -1.285 1.141
O 0.617 -1.111 0.116
O -0.906 -0.491 1.644
H -0.910 -3.104 1.959
H 0.412 -2.460 2.895
H 0.778 -3.321 1.399

***

Version x
16
Properties=species:S:1:pos:R:3 method="wB97M-V/def2-TZVPD" total_charge=-1 spin_multiplicity=1 homo_ev=-4.365
C -0.591 2.159 -0.715
C -1.790 1.397 -1.146
O -2.711 1.745 -1.874
N -1.821 0.161 -0.569
H -2.402 -0.569 -0.917
H -0.975 -0.068 -0.063
H 0.294 1.562 -0.500
H -0.732 2.626 0.267
H -0.354 3.026 -1.333
C 1.461 -2.335 1.101
C 1.805 -0.866 0.791
O 1.121 0.027 1.348
O 2.579 -0.703 -0.183
H 1.970 -2.977 0.357
H 0.380 -2.440 1.354
H 1.766 -2.745 2.081

***

Which structure is the least stable? The one labeled version x.

***

Version w
16
Properties=species:S:1:pos:R:3 method="wB97M-V/def2-TZVPD" total_charge=-1 spin_multiplicity=1 homo_ev=-3.121
C 1.487 -1.504 -0.240
C 1.776 -0.030 -0.081
C 0.094 -1.052 -0.817
C 0.606 0.405 -0.612
N -1.743 1.502 1.593
O -2.197 1.222 0.250
O -0.973 -1.557 -0.036
O 0.148 1.563 -0.831
H 2.218 -1.939 -1.069
H 1.472 -2.003 0.755
H 2.773 0.290 0.099
H -0.741 1.460 1.377
H -0.217 -1.429 -1.780
H -1.905 2.517 1.648
H -1.335 -0.699 0.190
H -1.463 1.253 -0.446

***

Version x
16
Properties=species:S:1:pos:R:3 method="wB97M-V/def2-TZVPD" total_charge=-1 spin_multiplicity=1 homo_ev=-4.091
C -1.741 1.156 -2.676
C -1.747 0.373 -1.292
O -0.758 -0.097 -0.836
O -2.909 0.312 -0.919
H -1.694 2.190 -2.353
H -2.699 0.957 -3.057
H -0.865 0.827 -3.199
C 1.100 -1.696 1.184
C 1.936 -0.456 1.555
O 2.953 -0.318 2.171
N 1.269 0.662 1.083
H 1.743 1.554 1.328
H 0.407 0.584 0.522
H 1.649 -2.387 0.513
H 0.177 -1.591 0.641
H 0.820 -2.207 2.077

***

Which structure is the least stable? The one labeled version w.